Below is a 15-piece molecular cluster, C83H189N7O19 overall, with properties calculated with the ωB97M-V functional and the def2-TZVPD basis.

Results
E = -5088.31069 Ha
HOMO energy = -8.38 eV
HOMO-LUMO gap = 8.58 eV

Structure (ORCA input):
```
! RIJCOSX wB97M-V def2-TZVPD def2/J DEFGRID3
* xyz 0 1
O 13.99 -18.78 -15.22
O 18.97 -19.85 -15.32
O 18.89 -13.46 -15.28
O 19.84 -22.81 -14.77
O 17.61 -17.80 -22.44
O 14.53 -20.42 -12.80
O 24.18 -19.79 -10.99
O 15.56 -16.59 -15.78
O 15.82 -18.46 -20.43
O 15.74 -16.07 -18.52
O 13.71 -25.71 -21.87
O 26.57 -15.36 -15.85
O 17.77 -17.70 -14.09
O 22.25 -14.95 -24.06
O 17.68 -19.17 -11.39
O 19.46 -24.27 -12.58
O 16.16 -25.79 -13.93
O 14.90 -17.90 -23.25
O 24.16 -24.37 -17.10
N 19.22 -20.26 -16.65
N 24.16 -18.45 -10.58
N 15.08 -25.24 -21.74
N 12.60 -19.13 -15.23
N 20.05 -12.69 -15.15
N 22.28 -16.14 -23.33
N 26.53 -16.03 -17.10
C 17.57 -16.29 -14.42
C 19.83 -22.11 -13.56
C 21.28 -14.90 -14.79
C 16.55 -20.02 -11.50
C 24.15 -15.69 -11.20
C 16.16 -13.69 -18.34
C 15.94 -23.39 -13.76
C 27.79 -17.93 -15.91
C 10.29 -18.22 -15.40
C 12.08 -17.08 -14.03
C 20.37 -19.46 -17.08
C 26.41 -18.49 -18.54
C 14.38 -18.87 -22.33
C 14.44 -23.04 -22.89
C 20.66 -13.22 -17.58
C 19.44 -19.86 -19.43
C 28.96 -16.02 -16.96
C 12.38 -20.17 -16.28
C 10.04 -19.13 -16.57
C 20.28 -23.10 -12.51
C 16.55 -15.02 -19.02
C 16.75 -23.89 -22.84
C 15.30 -24.75 -20.35
C 20.44 -12.12 -16.51
C 20.35 -13.58 -12.92
C 25.01 -22.32 -18.04
C 17.00 -21.29 -16.79
C 23.29 -14.98 -21.35
C 26.00 -17.84 -12.37
C 19.05 -18.16 -24.35
C 22.14 -17.22 -21.12
C 22.78 -12.12 -15.61
C 22.95 -17.90 -11.25
C 22.84 -16.40 -10.92
C 27.70 -16.91 -17.04
C 14.91 -25.12 -24.18
C 17.88 -20.10 -23.24
C 18.32 -20.70 -18.88
C 20.68 -19.89 -18.54
C 25.37 -16.30 -10.46
C 24.72 -17.40 -16.06
C 15.28 -24.35 -22.89
C 20.89 -15.08 -21.61
C 17.21 -18.92 -17.48
C 12.16 -16.99 -16.59
C 12.94 -19.85 -17.66
C 11.82 -17.90 -15.33
C 23.27 -18.45 -23.09
C 14.46 -18.50 -20.87
C 14.16 -24.77 -14.86
C 25.18 -16.61 -17.29
C 16.80 -24.21 -20.25
C 21.73 -18.70 -10.73
C 15.06 -26.01 -19.48
C 24.80 -16.56 -23.66
C 15.76 -19.74 -12.73
C 18.48 -18.73 -23.05
C 15.64 -24.60 -14.56
C 23.35 -17.03 -23.81
C 25.52 -17.76 -10.91
C 26.48 -18.64 -10.05
C 22.17 -15.84 -21.91
C 19.31 -11.24 -16.95
C 21.00 -13.46 -14.35
C 23.24 -18.22 -21.62
C 24.22 -15.43 -17.44
C 22.30 -12.64 -14.26
C 13.18 -21.44 -15.83
C 25.24 -17.49 -18.59
C 10.88 -20.47 -16.43
C 27.71 -17.76 -18.32
C 21.61 -19.84 -16.20
C 17.97 -20.25 -17.41
C 24.42 -23.67 -18.33
C 18.02 -15.31 -18.97
C 23.13 -17.26 -25.34
C 21.75 -11.24 -16.27
C 14.40 -23.65 -19.78
C 20.18 -17.95 -17.06
C 22.93 -18.00 -12.76
C 16.10 -15.97 -14.58
C 17.16 -23.34 -21.46
C 23.11 -23.59 -19.12
H 20.57 -21.26 -13.56
H 9.01 -19.42 -16.63
H 11.80 -17.34 -17.54
H 26.69 -19.53 -10.64
H 23.73 -17.49 -13.26
H 25.53 -17.25 -13.16
H 26.01 -18.89 -9.12
H 17.36 -24.78 -23.07
H 21.70 -19.59 -11.35
H 9.74 -17.26 -15.52
H 18.60 -18.95 -15.25
H 18.23 -23.10 -21.54
H 16.60 -20.87 -15.89
H 16.11 -14.86 -14.64
H 18.71 -14.72 -19.59
H 22.92 -19.04 -13.12
H 25.14 -24.23 -18.95
H 22.33 -16.90 -20.08
H 13.62 -26.54 -21.36
H 21.15 -20.89 -18.60
H 14.00 -17.53 -20.62
H 18.58 -21.76 -18.84
H 13.38 -23.29 -22.74
H 23.71 -18.14 -25.69
H 17.09 -25.65 -13.84
H 24.16 -17.84 -21.20
H 20.23 -22.66 -11.51
H 14.89 -19.83 -22.40
H 25.89 -18.87 -12.70
H 11.87 -17.69 -13.14
H 21.09 -13.85 -12.17
H 18.22 -13.22 -14.60
H 15.62 -18.68 -12.88
H 15.53 -22.55 -14.34
H 23.06 -12.94 -16.29
H 27.94 -17.18 -19.21
H 14.26 -21.25 -15.68
H 24.13 -14.96 -16.44
H 22.22 -11.84 -13.53
H 22.98 -19.18 -21.14
H 28.81 -18.33 -15.84
H 14.01 -26.27 -19.39
H 14.02 -19.47 -17.61
H 10.43 -21.08 -15.64
H 25.04 -24.53 -16.70
H 19.75 -18.80 -24.88
H 19.62 -14.39 -12.95
H 19.01 -18.86 -19.60
H 16.95 -18.48 -16.52
H 17.48 -22.24 -16.58
H 21.35 -23.37 -12.72
H 17.55 -20.50 -22.26
H 22.00 -16.02 -11.50
H 23.06 -13.24 -13.78
H 18.96 -10.70 -16.09
H 24.07 -14.63 -10.95
H 21.60 -19.35 -15.23
H 25.23 -16.16 -9.39
H 19.86 -13.94 -17.58
H 20.71 -15.03 -20.52
H 13.84 -19.31 -20.39
H 13.11 -16.74 -14.03
H 22.85 -24.54 -19.59
H 24.53 -16.72 -15.22
H 10.28 -18.64 -17.53
H 14.29 -19.35 -14.50
H 27.13 -18.75 -16.09
H 21.40 -19.18 -18.98
H 22.12 -10.85 -17.23
H 15.09 -24.50 -25.07
H 18.22 -17.90 -25.02
H 21.18 -17.54 -17.23
H 21.59 -14.99 -24.78
H 23.73 -17.82 -16.35
H 24.36 -21.61 -17.54
H 13.89 -19.90 -12.32
H 9.97 -18.64 -14.43
H 21.54 -20.91 -16.01
H 24.26 -19.86 -11.94
H 21.15 -17.60 -20.94
H 19.55 -17.20 -24.20
H 27.49 -18.29 -9.90
H 26.93 -14.49 -16.01
H 14.82 -17.18 -15.54
H 28.85 -15.08 -17.55
H 21.32 -10.39 -15.71
H 11.75 -16.00 -16.47
H 12.80 -20.73 -18.30
H 24.31 -15.36 -21.38
H 15.06 -13.68 -18.31
H 20.48 -15.62 -14.63
H 15.97 -19.84 -10.60
H 25.25 -21.92 -19.02
H 20.04 -15.56 -22.10
H 16.20 -24.53 -15.51
H 16.80 -21.10 -11.50
H 22.32 -23.28 -18.45
H 19.58 -22.19 -15.49
H 16.63 -12.86 -18.89
H 27.55 -17.48 -14.94
H 22.01 -17.58 -13.19
H 15.64 -26.80 -19.90
H 26.17 -19.20 -17.73
H 21.91 -18.96 -9.66
H 28.56 -18.44 -18.29
H 15.39 -26.09 -24.34
H 22.14 -15.21 -14.21
H 17.09 -18.29 -21.77
H 13.36 -19.04 -22.59
H 29.10 -15.73 -15.92
H 17.02 -23.26 -13.74
H 22.99 -14.77 -20.31
H 12.32 -19.13 -18.18
H 19.68 -20.18 -20.45
H 17.50 -25.03 -20.18
H 13.64 -24.74 -13.91
H 19.85 -17.63 -16.08
H 13.83 -24.03 -15.58
H 25.35 -16.88 -19.48
H 18.08 -16.25 -15.37
H 13.89 -25.40 -24.15
H 19.54 -10.60 -17.80
H 22.46 -18.96 -23.56
H 18.16 -16.36 -19.26
H 16.57 -13.61 -17.31
H 24.27 -17.99 -18.58
H 21.57 -13.81 -17.46
H 18.69 -20.77 -23.58
H 20.79 -12.72 -18.55
H 18.34 -15.23 -17.93
H 18.49 -11.90 -17.21
H 23.37 -14.02 -21.83
H 16.22 -15.00 -20.06
H 16.97 -20.04 -23.87
H 24.33 -15.79 -12.26
H 15.44 -23.40 -12.80
H 22.06 -17.42 -25.55
H 16.65 -22.38 -21.33
H 16.09 -21.50 -17.38
H 21.57 -14.94 -15.83
H 15.91 -17.98 -19.59
H 26.45 -19.13 -19.45
H 18.03 -15.65 -13.66
H 22.53 -19.62 -16.74
H 11.51 -16.15 -14.17
H 15.68 -16.15 -17.56
H 16.26 -19.11 -18.00
H 19.55 -17.53 -17.85
H 14.53 -22.61 -23.87
H 13.02 -22.17 -16.64
H 20.83 -18.08 -10.78
H 12.94 -21.75 -14.79
H 21.01 -14.11 -22.04
H 19.81 -12.69 -12.55
H 23.23 -15.74 -17.83
H 13.33 -23.91 -19.97
H 18.85 -21.59 -13.35
H 18.43 -19.60 -11.81
H 24.24 -18.82 -23.41
H 25.92 -22.42 -17.44
H 15.57 -16.25 -13.64
H 14.55 -22.64 -20.16
H 17.86 -17.71 -13.14
H 24.69 -14.68 -18.07
H 13.24 -16.89 -16.72
H 29.87 -16.54 -17.20
H 14.61 -23.60 -18.68
H 10.75 -21.05 -17.33
H 14.79 -22.30 -22.17
H 19.33 -24.44 -13.53
H 24.99 -15.54 -24.05
H 17.34 -20.71 -19.38
H 16.84 -23.13 -23.61
H 16.92 -23.65 -19.32
H 25.37 -18.21 -15.75
H 16.34 -20.10 -13.57
H 25.43 -17.22 -24.29
H 27.03 -17.48 -12.30
H 22.63 -16.31 -9.84
H 15.44 -25.83 -18.48
H 23.41 -16.37 -25.90
H 15.87 -17.86 -23.28
H 25.22 -16.75 -22.67
H 23.22 -22.88 -19.93
H 13.91 -25.75 -15.28
H 23.71 -11.59 -15.40
H 19.31 -18.96 -22.40
H 17.78 -18.10 -17.95
H 26.30 -15.80 -10.77
*
```